Formula: H80O40
Source: the Open Molecules 2025 dataset
Level of theory: ωB97M-V/def2-TZVPD

The HOMO energy comes out at -9.7203 eV. The total charge is 0. The value obtained for the energy relative to the best compared isomer or geometry (same formula, charge and spin) is 399.11 kcal per mole. The calculation puts the HOMO-LUMO gap at 9.118 eV.

Bonds (Å) are listed after each position.
Element x y z (Å)
1 H 0.30 -5.15 -2.15  O83 0.984
2 H 4.71 -1.10 -3.89  O91 0.962
3 H 2.92 2.65 -0.68  O101 1.008
4 H -1.80 -1.96 -2.37  O75 0.945
5 H 1.93 -0.74 -4.77  O20 0.888
6 H 6.59 0.65 0.57  O40 0.912
7 H -4.65 -1.81 4.34  O112 0.984
8 H 0.51 -5.89 2.84  O115 0.877
9 H 2.60 0.08 1.44  O52 0.926
10 H 1.90 0.54 4.87  O84 0.904
11 H -0.55 4.42 -2.77  O39 0.994
12 H -1.23 4.21 -0.28  O15 1.111
13 H 2.90 -3.62 1.08  O62 0.924
14 O -0.50 0.50 -2.23  H35 1.058, H98 0.957
15 O -0.20 3.79 -0.30  H12 1.111, H17 1.077
16 H 0.32 0.28 4.65  O84 0.978
17 H 0.31 4.71 -0.52  O15 1.077
18 O 3.71 5.39 0.92  H56 0.973, H116 0.805
19 O 0.01 -2.98 -1.97  H95 1.006, H102 0.914
20 O 1.34 -1.06 -4.19  H5 0.888, H43 0.986
21 H -2.89 0.81 4.24  O46 0.961
22 H -1.27 1.72 3.93  O53 1.009
23 H 2.55 -0.15 -2.48  O80 0.956
24 H 0.96 3.18 -2.65  O67 0.946
25 H 4.78 2.61 -1.41  O107 0.979
26 O -3.59 2.08 -3.75  H77 1.016, H114 0.998
27 H -0.52 0.93 -4.24  O72 1.022
28 H 0.14 2.03 1.44  O90 1.022
29 H -1.05 -2.67 -4.55  O48 0.979
30 H 3.16 1.21 -1.97  O80 0.934
31 H 0.36 -2.57 1.32  O78 1.000
32 H -1.32 1.32 1.89  O90 1.038
33 H -3.87 -1.19 -4.05  O36 0.832
34 H 1.04 -1.99 3.28  O58 1.000
35 H -0.79 1.36 -1.69  O14 1.058
36 O -3.36 -1.67 -3.60  H33 0.832, H37 0.960
37 H -3.25 -2.49 -4.09  O36 0.960
38 H -2.79 -4.89 2.60  O64 0.965
39 O 0.04 4.32 -3.57  H11 0.994, H50 0.948
40 O 5.80 0.24 0.40  H6 0.912, H69 0.977
41 H -1.04 -1.54 -5.56  O48 0.992
42 H 0.07 -6.66 -0.61  O104 0.928
43 H 1.79 -1.09 -3.31  O20 0.986
44 H 0.45 -2.88 4.28  O58 0.944
45 H -1.11 -1.36 5.14  O86 1.040
46 O -3.21 0.74 3.34  H21 0.961, H118 0.881
47 H 3.32 3.29 0.62  O101 0.882
48 O -1.49 -2.41 -5.38  H29 0.979, H41 0.992
49 H 3.73 3.58 -1.93  O107 0.872
50 H -0.56 3.77 -4.07  O39 0.948
51 H 0.57 -5.68 -3.67  O83 1.029
52 O 2.56 -0.58 2.09  H9 0.926, H110 0.925
53 O -1.47 2.67 4.22  H22 1.009, H109 0.933
54 H -4.06 -0.52 4.04  O112 0.964
55 H -1.67 -0.12 5.56  O86 0.993
56 H 4.32 4.96 1.54  O18 0.973
57 H -1.55 -5.53 3.01  O64 0.945
58 O 0.88 -2.96 3.44  H34 1.000, H44 0.944
59 O 1.97 2.02 -5.23  H100 0.903, H103 0.996
60 O -2.93 -1.30 1.88  H70 0.915, H82 0.954
61 H -3.16 3.57 2.96  O65 1.023
62 O 2.78 -2.91 0.51  H13 0.924, H97 1.109
63 H -5.26 -1.49 -1.27  O85 0.962
64 O -2.47 -5.72 2.98  H38 0.965, H57 0.945
65 O -4.02 3.29 2.49  H61 1.023, H93 0.929
66 H 0.79 2.00 -1.59  O67 0.895
67 O 1.20 2.33 -2.31  H24 0.946, H66 0.895
68 H 4.66 -1.72 -2.38  O91 1.012
69 H 5.49 0.95 -0.19  O40 0.977
70 H -3.16 -1.39 1.00  O60 0.915
71 H 3.63 0.71 2.79  O74 0.920
72 O -0.90 1.78 -4.65  H27 1.022, H96 0.915
73 H 0.36 1.94 5.65  O87 1.098
74 O 4.05 1.32 3.34  H71 0.920, H105 0.905
75 O -1.84 -1.62 -1.49  H4 0.945, H113 1.066
76 H -3.64 1.04 -1.57  O117 1.017
77 H -2.72 2.14 -4.28  O26 1.016
78 O -0.62 -2.64 1.13  H31 1.000, H106 1.008
79 O -3.22 3.17 -0.17  H88 0.962, H108 0.995
80 O 2.73 0.41 -1.74  H23 0.956, H30 0.934
81 H 1.73 1.44 0.04  O89 1.045
82 H -1.99 -1.26 1.75  O60 0.954
83 O 0.00 -5.04 -3.08  H1 0.984, H51 1.029
84 O 1.25 0.08 4.44  H10 0.904, H16 0.978
85 O -5.96 -1.05 -0.78  H63 0.962, H92 0.938
86 O -0.98 -0.36 4.89  H45 1.040, H55 0.993
87 O 0.91 2.89 5.59  H73 1.098, H120 1.009
88 H -3.81 3.00 -0.91  O79 0.962
89 O 0.82 0.95 0.17  H81 1.045, H119 0.982
90 O -0.82 2.22 1.74  H28 1.022, H32 1.038
91 O 4.14 -1.48 -3.22  H2 0.962, H68 1.012
92 H -5.52 -0.89 0.03  O85 0.938
93 H -4.26 2.43 2.77  O65 0.929
94 H -2.46 -0.12 -1.46  O117 0.969
95 H -0.01 -3.31 -2.92  O19 1.006
96 H -1.20 1.38 -5.42  O72 0.915
97 H 3.21 -2.17 1.22  O62 1.109
98 H -0.85 -0.22 -1.71  O14 0.957
99 H 1.17 -5.52 0.07  O104 1.076
100 H 1.34 1.57 -5.68  O59 0.903
101 O 3.58 2.64 0.07  H3 1.008, H47 0.882
102 H 0.80 -2.64 -1.67  O19 0.914
103 H 1.65 2.11 -4.29  O59 0.996
104 O 0.33 -5.77 -0.54  H42 0.928, H99 1.076
105 H 4.65 1.87 2.96  O74 0.905
106 H -0.69 -3.64 1.12  O78 1.008
107 O 4.26 2.93 -2.17  H25 0.979, H49 0.872
108 H -3.40 2.64 0.65  O79 0.995
109 H -0.74 3.00 3.75  O53 0.933
110 H 1.87 -0.47 2.70  O52 0.925
111 H 0.70 -4.27 2.23  O115 1.036
112 O -4.20 -1.08 4.81  H7 0.984, H54 0.964
113 H -0.98 -1.75 -0.87  O75 1.066
114 H -3.77 2.97 -3.34  O26 0.998
115 O 0.45 -5.28 2.21  H8 0.877, H111 1.036
116 H 2.96 5.24 1.18  O18 0.805
117 O -3.00 0.52 -0.97  H76 1.017, H94 0.969
118 H -2.85 0.12 2.82  O46 0.881
119 H 0.99 0.18 -0.41  O89 0.982
120 H 0.18 3.48 5.96  O87 1.009